Entry 1:
This record from the Open Molecules 2025 dataset describes 2 unconnected molecules or ions with the total composition C20H31FI2N4O9P at a distorted geometry. The level of theory is ωB97M-V/def2-TZVPD.

Its gap between HOMO and LUMO is 6.71 eV. The value obtained for the total energy is -2713.19090 a.u. The HOMO energy comes out at -11.699 eV. The total charge is +1.

```
68
C20H31FI2N4O9P (ωB97M-V/def2-TZVPD)
C 0.66 -4.45 0.20
C 0.90 -3.32 0.52
N 1.22 -2.00 0.53
C 2.59 -1.68 0.94
C 2.73 -1.43 2.42
O 1.79 -1.24 3.15
C 0.36 -1.06 0.15
N 0.83 0.24 0.12
I 0.21 1.37 1.73
C 0.67 0.89 -1.20
N 1.92 0.65 -1.88
C 2.77 1.60 -2.04
C 4.20 1.37 -1.62
C 2.44 2.93 -2.65
C -0.56 0.37 -1.97
C -0.07 -0.73 -2.95
C -1.18 -1.58 -3.57
C -1.99 -0.87 -4.66
I -0.16 -3.27 -4.49
O -1.17 1.35 -2.77
C -1.74 2.48 -2.11
C -3.23 2.67 -2.43
C -4.12 1.55 -1.94
O -3.65 3.91 -1.88
C -1.54 -0.24 -0.97
N -0.91 -1.41 -0.25
P -1.98 -1.91 1.02
O -3.26 -1.21 0.94
O -2.12 -3.48 0.83
O -1.22 -1.68 2.40
H 0.34 -5.44 -0.03
H 3.20 -2.56 0.71
H 3.00 -0.87 0.34
H 3.76 -1.45 2.81
H 0.60 1.97 -1.03
H 4.27 1.70 -0.59
H 4.88 1.92 -2.26
H 4.39 0.30 -1.70
H 2.16 3.63 -1.85
H 3.31 3.37 -3.13
H 1.58 2.87 -3.31
H 0.45 -0.21 -3.75
H 0.61 -1.41 -2.43
H -1.83 -2.04 -2.84
H -2.27 -1.59 -5.42
H -2.92 -0.47 -4.27
H -1.39 -0.10 -5.15
H -1.24 3.36 -2.53
H -1.56 2.51 -1.03
H -3.28 2.72 -3.52
H -3.98 0.69 -2.58
H -3.98 1.31 -0.88
H -5.16 1.86 -2.08
H -2.95 4.56 -2.01
H -2.44 -0.59 -1.47
H -1.84 0.49 -0.22
H -2.25 -3.92 1.68
H -0.90 -2.49 2.82
C 0.70 0.60 6.38
C 1.86 -0.34 6.55
O 1.82 -0.65 7.92
C 0.51 -0.53 8.33
O 0.07 -0.95 9.33
O -0.21 0.14 7.38
F 3.05 0.25 6.26
H 0.98 1.63 6.60
H 0.25 0.55 5.40
H 1.78 -1.27 5.97
```

What are the Löwdin partial charges on each atom? They are as follows, in elementary charge units: C 0.222; C -0.113; N 0.030; C -0.052; C -0.208; O 0.016; C -0.388; N -0.373; I 1.137; C -0.335; N 0.110; C -0.356; C -0.017; C -0.005; C -0.407; C -0.221; C -0.727; C -0.149; I 0.841; O -0.049; C -0.146; C -0.408; C -0.018; O -0.012; C -0.111; N 0.017; P 0.422; O -0.190; O -0.089; O -0.125; H 0.070; H 0.148; H 0.125; H 0.143; H 0.102; H 0.096; H 0.080; H 0.082; H 0.098; H 0.086; H 0.086; H 0.126; H 0.072; H 0.061; H 0.043; H 0.067; H 0.085; H 0.133; H 0.119; H 0.152; H 0.069; H 0.087; H 0.097; H 0.090; H 0.119; H 0.078; H 0.103; H 0.098; C -0.060; C -0.327; O 0.136; C -0.538; O 0.203; O 0.073; F 0.072; H 0.147; H 0.121; H 0.159


Entry 2:
This record from the Open Molecules 2025 dataset describes a molecular structure, C20H31I2InN3O3 at a distorted geometry. The level of theory is ωB97M-V/def2-TZVPD.

Its gap between HOMO and LUMO is 3.94 eV. The value obtained for the total energy is -1955.86733 a.u. The HOMO energy comes out at -9.275 eV. The total charge is +1.

```
60
C20H31I2InN3O3 (ωB97M-V/def2-TZVPD)
C 0.09 3.32 4.02
C 0.94 2.22 3.43
I 2.95 3.10 3.09
C 0.46 1.65 2.12
I 0.02 3.26 0.73
In -1.37 0.36 2.21
O -1.84 -0.13 0.17
C -3.06 1.56 2.99
C -4.45 0.89 2.89
C -5.13 0.67 4.24
N -5.06 1.80 5.16
C -1.07 -1.59 3.24
C 0.25 -1.75 3.82
O 0.53 -1.36 4.91
O 1.18 -2.40 3.07
H -0.97 3.18 3.82
H 0.36 4.30 3.65
H 0.21 3.30 5.09
H 1.13 1.44 4.15
H 1.25 1.05 1.70
H -1.65 -1.07 0.09
H -2.81 1.80 4.02
H -3.05 2.51 2.48
H -4.36 -0.03 2.32
H -5.08 1.55 2.31
H -4.74 -0.22 4.73
H -6.19 0.48 4.06
H -4.44 1.62 5.93
H -4.80 2.65 4.69
H -1.21 -2.38 2.50
H -1.85 -1.72 3.98
H 1.76 -2.84 3.72
C -2.06 1.54 -2.07
N -0.95 0.78 -2.65
C -0.50 1.03 -3.88
C 0.58 0.35 -4.39
C 1.22 -0.61 -3.60
C 0.71 -0.86 -2.33
C -0.38 -0.15 -1.88
C 2.43 -1.33 -4.08
C 3.61 -1.26 -3.35
C 4.72 -1.96 -3.77
N 4.66 -2.72 -4.88
C 3.54 -2.79 -5.61
C 2.41 -2.10 -5.23
C 5.85 -3.51 -5.30
H -2.95 1.46 -2.69
H -1.74 2.58 -1.97
H -2.26 1.12 -1.07
H -1.01 1.80 -4.44
H 0.94 0.59 -5.38
H 1.16 -1.60 -1.69
H -0.81 -0.29 -0.88
H 3.69 -0.66 -2.45
H 5.65 -1.94 -3.23
H 3.57 -3.41 -6.49
H 1.52 -2.19 -5.84
H 6.11 -3.22 -6.31
H 5.58 -4.57 -5.25
H 6.67 -3.31 -4.63
```

What are the Löwdin partial charges on each atom? They are as follows, in elementary charge units: C -0.228; C -0.859; I 0.697; C -0.848; I 0.789; In 0.808; O -0.384; C -0.274; C -0.285; C -0.294; N -0.012; C -0.145; C -0.680; O 0.082; O 0.060; H 0.048; H 0.027; H 0.080; H 0.060; H -0.016; H 0.005; H 0.017; H 0.021; H 0.077; H 0.095; H 0.105; H 0.093; H 0.058; H 0.061; H 0.047; H 0.060; H 0.119; C 0.008; N -0.042; C 0.016; C 0.037; C -0.148; C 0.066; C 0.025; C -0.121; C 0.061; C 0.024; N -0.082; C 0.013; C 0.057; C 0.047; H 0.114; H 0.078; H 0.064; H 0.154; H 0.134; H 0.141; H 0.037; H 0.148; H 0.153; H 0.156; H 0.143; H 0.114; H 0.115; H 0.104


Question: Which formula does entry 1 have?
Answer: C20H31FI2N4O9P


Question: Look up the HOMO of the first one.
Answer: -11.699 eV


Question: Among the records above, which one has the lowest gap between HOMO and LUMO?
Answer: C20H31I2InN3O3